27
Properties=species:S:1:pos:R:3 method="wB97M-V/def2-TZVPD" e_above_lowest_kcal_mol=25.0 gap_ev="7.994 / 7.995" total_charge=0
B -0.075 -0.320 -0.075
C -0.332 3.087 -0.470
C 3.055 -1.204 1.028
C -3.315 -1.207 -0.722
C 0.214 2.090 0.546
C 2.962 -1.303 -0.492
C -2.404 -1.908 0.267
N -0.518 0.833 0.500
N 2.264 -0.171 -1.024
S -0.654 -1.959 -0.327
H -0.195 2.693 -1.474
H -1.394 3.274 -0.309
H 0.197 4.032 -0.391
H 2.050 -1.218 1.448
H 3.626 -2.035 1.434
H 3.531 -0.269 1.307
H -3.304 -1.730 -1.674
H -4.333 -1.195 -0.346
H -3.000 -0.183 -0.891
H 1.256 1.861 0.318
H 0.141 2.502 1.558
H 3.984 -1.287 -0.910
H 2.518 -2.276 -0.768
H -2.686 -2.954 0.378
H -2.414 -1.431 1.247
H -1.454 0.933 0.874
H 1.973 -0.361 -1.981


26
Properties=species:S:1:pos:R:3 method="wB97M-V/def2-TZVPD" gap_ev=5.586 total_charge=-1
C -0.720 4.475 -0.151
C -1.650 3.276 -0.355
Br -2.169 2.532 1.398
C -1.090 2.281 -1.375
P 0.059 0.827 -0.774
H -1.113 5.112 0.643
H 0.277 4.102 0.091
H -0.648 5.014 -1.098
H -2.579 3.679 -0.765
H -1.887 1.879 -2.011
H -0.450 2.876 -2.038
H 1.192 1.411 -1.579
H -0.361 0.089 -2.021
H -1.059 0.184 -0.050
H 0.505 1.591 0.416
H 0.921 -0.241 -0.441
C 1.354 -3.545 2.228
C 1.054 -3.318 0.761
O 1.020 -2.213 0.288
C 0.796 -4.550 -0.082
H 1.516 -2.585 2.710
H 0.514 -4.049 2.710
H 2.252 -4.158 2.338
H -0.068 -5.096 0.303
H 1.669 -5.205 -0.070
H 0.594 -4.244 -1.106


32
Properties=species:S:1:pos:R:3 method="wB97M-V/def2-TZVPD" e_above_lowest_kcal_mol=0.0 gap_ev=3.668 total_charge=+2
C 0.066 -3.037 1.627
N -1.240 -2.461 1.914
C -2.336 -2.851 1.028
C -1.180 -1.070 2.213
O -1.113 -0.668 3.334
C -1.194 -0.054 1.061
Ga -0.032 -0.279 -0.469
O 1.902 -0.788 -0.076
Cl -0.521 -1.833 -2.024
C 0.471 1.231 -1.788
C 0.888 2.562 -1.087
N -0.296 3.179 -0.514
N 1.979 2.249 -0.177
N 1.443 3.517 -2.018
H 0.160 -3.320 0.562
H 0.228 -3.955 2.200
H 0.862 -2.352 1.936
H -1.972 -3.244 0.068
H -3.019 -2.016 0.856
H -2.927 -3.646 1.487
H -2.205 0.055 0.652
H -0.933 0.905 1.518
H 2.073 -1.576 -0.602
H 1.373 1.083 -2.504
H -0.391 1.330 -2.454
H -1.178 2.725 -0.720
H -0.228 3.303 0.489
H 1.712 1.576 0.536
H 2.295 3.089 0.305
H 0.792 3.838 -2.723
H 2.325 3.235 -2.428
Lu 2.194 -0.725 -2.202